Computed, not measured: a cluster of 3 separate species, C2H12N2O2 in total in a non-equilibrium geometry, with ωB97M-V with the def2-TZVPD basis set.

Values from the calculation:
Energy above the lowest of the compared OMol25 structures with the same formula, charge and spin (kJ/mol): 178.1
HOMO (eV): -9.1
HOMO-LUMO gap (eV): 9.32
LUMO energy (eV): 0.228

```
! wB97M-V def2-TZVPD RIJCOSX def2/J DEFGRID3
* xyz 0 1
N 1.318 1.123 -0.631
C 2.408 0.436 -1.400
C 1.736 -0.211 -2.647
N 1.726 -1.704 -2.563
H 1.757 1.795 -0.115
H 0.768 0.563 0.044
H 3.062 -0.379 -1.041
H 3.157 1.235 -1.854
H 0.664 0.241 -2.683
H 2.237 0.007 -3.582
H 1.356 -2.034 -1.623
H 1.118 -2.133 -3.217
H -5.257 -0.621 3.110
H -3.880 -0.777 2.491
O -4.672 -1.264 2.599
H -0.968 0.777 2.893
H -1.572 1.353 4.314
O -1.404 1.601 3.388
*
```

---

Computed, not measured: a cluster of 2 separate species, CH5INOP in total in a non-equilibrium geometry, with ωB97M-V with the def2-TZVPD basis set.

Values from the calculation:
Energy above the lowest of the compared OMol25 structures with the same formula, charge and spin (kJ/mol): 260.3
HOMO (alpha / beta) (eV): -8.6 / -7.7
HOMO-LUMO gap (alpha / beta) (eV): 7.93 / 7.83
LUMO energy (alpha / beta) (eV): -0.647 / 0.123

```
! wB97M-V def2-TZVPD RIJCOSX def2/J DEFGRID3
* xyz 0 1
C -1.862 0.044 0.019
N -0.586 0.669 0.201
O 0.440 0.465 -0.499
P 2.309 -1.322 -0.042
I 4.208 0.134 0.397
H -2.422 0.575 0.850
H -2.094 0.323 -0.922
H -1.695 -1.097 0.152
H -0.512 1.177 1.132
H 2.214 -0.967 -1.289
*
```

---

Computed, not measured: a cluster of 2 separate species, C10H24BN2O in total in a non-equilibrium geometry, with ωB97M-V with the def2-TZVPD basis set.

Values from the calculation:
HOMO (eV): -3.5
HOMO-LUMO gap (eV): 6.01
LUMO energy (eV): 2.506

```
! wB97M-V def2-TZVPD RIJCOSX def2/J DEFGRID3
* xyz -1 1
C -1.744 -1.256 -1.374
C -1.433 0.259 -1.169
C -2.333 1.014 -2.215
C 0.045 0.713 -1.442
C 0.466 1.870 -0.461
C 1.175 -0.383 -1.402
O 1.626 -0.588 -2.723
B 1.282 -1.933 -3.310
N 1.074 -1.729 -4.847
H -2.808 -1.445 -1.115
H -1.158 -1.934 -0.742
H -1.645 -1.500 -2.441
H -1.748 0.536 -0.142
H -2.025 0.626 -3.200
H -3.403 0.857 -2.021
H -2.050 2.079 -2.187
H 0.065 1.165 -2.449
H 0.465 1.449 0.559
H 1.487 2.156 -0.762
H -0.191 2.752 -0.547
H 0.922 -1.303 -0.856
H 2.036 0.067 -0.851
H 2.241 -2.675 -3.146
H 0.275 -2.425 -2.868
H 0.271 -1.100 -4.910
H 1.844 -1.130 -5.147
C 1.322 -0.014 5.373
C 0.733 1.049 4.453
C -0.543 0.589 3.746
C -0.298 -0.528 2.834
N -0.107 -1.400 2.114
H 1.625 -0.901 4.814
H 2.206 0.374 5.882
H 0.600 -0.318 6.135
H 1.482 1.345 3.715
H 0.500 1.938 5.045
H -0.958 1.423 3.175
H -1.298 0.302 4.482
*
```

---

| no. | total energy (eV) |
| --- | --- |
| 1 | -9342.357 |
| 2 | -22041.141 |
| 3 | -16464.347 |